C31H88N6O13 | ωB97M-V/def2-TZVPD

The geometry in XYZ format:
```
138
Properties=species:S:1:pos:R:3:forces:R:3:mulliken_charge:R:1
C 0.02168 -1.41849 0.04649 0.17 0.43 0.01 -0.077
O -0.81534 -0.53150 -0.62177 -1.72 -0.17 -0.54 0.454
H -0.64851 -2.13740 0.51777 0.43 -0.30 0.16 0.266
H 0.69340 -1.86835 -0.68462 0.31 -0.43 0.37 0.460
H 0.56503 -0.83269 0.78793 0.44 -0.56 0.24 -0.302
H -0.38517 0.30515 -0.81303 0.63 0.90 -0.39 -0.114
C 2.57079 1.11623 -1.45987 0.35 -0.45 -0.89 -1.203
C 1.53810 2.07243 -2.01017 -0.62 0.04 0.26 0.253
C 1.16230 1.80774 -3.50431 1.15 0.13 1.16 0.012
O 2.26381 2.21748 -4.32462 -0.29 -0.31 -0.02 -0.359
C 1.96582 2.09953 -5.72244 -0.12 0.49 0.90 -0.737
N 0.29886 1.95069 -1.15792 0.52 -0.14 -0.86 -0.780
H 2.18475 0.09925 -1.52937 -0.15 -0.12 0.65 -0.039
H 2.92306 1.40248 -0.46887 -0.27 -0.26 0.13 0.402
H 3.45248 1.06768 -2.09890 0.11 0.40 -0.11 0.452
H 1.96700 3.07096 -1.92605 -0.17 0.31 -0.27 0.348
H 0.23588 2.34404 -3.70980 -0.09 0.13 -0.37 0.611
H 1.02705 0.73329 -3.62822 -0.38 0.00 -0.04 -0.415
H 1.48795 1.14301 -5.93413 -0.11 -0.03 -0.13 0.242
H 2.87417 2.19483 -6.31734 0.08 -0.04 0.30 0.246
H 1.30898 2.93766 -5.95525 -0.27 -0.14 -0.46 0.304
H -0.42538 2.58060 -1.47223 -0.05 0.14 -0.37 0.153
H 0.44364 2.27970 -0.21404 0.54 -0.13 0.03 0.079
C -0.90064 -0.80033 3.30393 0.49 0.60 -0.66 0.096
C -1.87179 -1.69976 4.00511 0.20 -0.09 0.88 0.018
C -3.15674 -1.00715 4.52451 0.39 0.33 0.14 -0.852
O -2.80849 0.07745 5.34700 0.69 -0.04 1.07 -0.287
C -3.86534 0.85188 5.90915 0.04 0.28 -2.02 -0.844
N -2.18953 -2.75235 3.03332 -1.16 0.61 0.57 -0.555
H -0.09543 -1.38314 2.85664 0.26 -0.18 0.57 -0.410
H -0.46982 -0.01510 3.92514 -0.21 0.01 -0.03 0.541
H -1.33038 -0.38979 2.39021 -0.46 0.48 0.12 -0.414
H -1.32967 -2.18590 4.81620 -0.17 0.08 0.35 0.363
H -3.83736 -1.65890 5.07229 0.14 -0.59 0.07 0.466
H -3.72175 -0.66689 3.65670 -0.19 0.31 -0.41 0.392
H -3.43630 1.77761 6.29264 0.08 -0.32 0.29 0.269
H -4.57065 0.39294 6.60198 0.46 -0.49 0.27 0.284
H -4.43288 1.12923 5.02085 -0.68 0.43 0.10 0.355
H -2.79818 -3.38855 3.52818 -0.13 -0.62 -0.04 0.258
H -2.83150 -2.24337 2.44263 -0.12 -0.36 -1.09 0.306
C -4.43788 4.60303 -1.10123 -0.98 1.10 0.69 -1.577
C -4.13591 3.17098 -1.23736 0.42 -2.02 -0.07 1.043
C -5.21180 2.31778 -1.96936 0.06 0.29 0.80 -0.022
O -6.40303 2.27202 -1.16576 0.13 0.37 0.20 -0.334
C -7.56564 1.86581 -1.87366 0.67 0.38 -0.53 -0.741
N -2.76651 3.00501 -1.80791 -1.06 -0.24 -0.15 -0.749
H -3.54261 5.14999 -0.80552 0.06 0.18 -0.37 0.430
H -5.10939 4.71136 -0.24950 -0.29 0.18 -0.07 0.341
H -4.94202 5.04805 -1.95907 0.33 0.09 -0.15 0.319
H -4.03962 2.77890 -0.22489 -0.55 -0.30 0.31 -0.038
H -4.91091 1.28135 -2.12231 0.48 -0.01 -0.05 -0.323
H -5.36151 2.76362 -2.95267 -0.42 0.13 -0.19 0.467
H -7.53201 0.81548 -2.16310 0.17 -0.17 -0.11 0.261
H -7.58674 2.49581 -2.76291 -0.49 -0.17 -0.35 0.341
H -8.48736 2.01349 -1.31087 0.36 0.23 0.37 0.246
H -2.57020 2.02183 -1.68577 0.21 -0.53 -0.33 0.122
H -2.22927 3.40752 -1.05329 0.74 0.37 -0.17 0.297
C 6.72321 1.83152 4.13885 -0.26 -0.14 0.67 -1.563
C 6.34186 0.85951 3.01211 -1.46 0.69 3.19 0.673
C 4.90942 1.08691 2.65093 -1.46 -0.09 -0.12 -0.607
O 4.05724 0.68936 3.72055 -0.97 0.39 0.48 -0.410
C 2.63926 0.92954 3.52678 1.06 -0.50 -0.75 -0.721
N 7.15440 1.14127 1.93059 1.53 -0.07 -2.19 -0.688
H 6.59287 2.88059 3.87323 0.13 -0.01 -0.64 0.382
H 7.76499 1.68646 4.42479 0.06 -0.02 0.12 0.428
H 6.09636 1.75392 5.02718 0.06 -0.52 0.02 0.332
H 6.44892 -0.17669 3.33291 -0.08 -0.19 0.52 0.213
H 4.65076 0.52429 1.75390 -0.08 -0.23 -0.30 0.126
H 4.76840 2.14114 2.41258 -0.02 0.30 -0.02 0.328
H 2.35020 0.43681 2.59846 -0.23 -0.18 -0.19 0.080
H 2.34969 1.97462 3.41697 0.43 0.37 0.16 0.488
H 2.04396 0.50081 4.33294 0.50 -0.10 0.16 0.371
H 7.21326 0.26357 1.43433 0.40 0.15 -0.79 0.284
H 8.07519 1.32099 2.30471 0.34 0.09 -0.38 0.273
C 3.43132 -5.31050 -6.62618 -0.69 -0.16 0.15 -1.479
C 2.14593 -4.69946 -6.03274 1.86 1.29 -0.82 0.544
C 2.33031 -3.21446 -5.66810 -0.68 -0.22 2.31 -0.784
O 1.22930 -2.94445 -4.76232 0.59 1.21 0.61 -0.326
C 1.40310 -1.65989 -4.07286 -0.51 -1.66 -1.15 -0.322
N 1.10978 -4.77900 -7.02613 -1.35 0.01 -0.03 -0.806
H 3.11559 -6.18041 -7.20209 0.13 -0.15 0.08 0.426
H 4.13617 -5.63170 -5.85929 0.10 0.20 -0.10 0.361
H 3.89305 -4.62929 -7.34092 0.17 0.12 0.13 0.301
H 1.87079 -5.19176 -5.09998 -0.19 -0.16 -0.20 0.308
H 2.25224 -2.45055 -6.44170 0.31 -0.39 -0.70 0.271
H 3.23402 -3.04477 -5.08277 0.45 -0.04 -0.15 0.389
H 0.47507 -1.53200 -3.51562 0.13 0.30 0.00 0.147
H 1.55433 -0.89983 -4.83937 -0.17 0.27 0.09 0.123
H 2.26534 -1.64454 -3.40623 0.09 -0.25 0.10 0.268
H 1.33658 -4.14246 -7.77678 0.65 -0.21 -0.61 0.282
H 0.36901 -4.22142 -6.62555 -0.91 -0.34 0.30 0.315
C -1.67972 2.31283 1.77697 -0.85 -0.53 0.88 -1.690
C -1.84255 3.81824 1.51400 0.71 0.25 1.19 0.549
C -1.45609 4.72873 2.76017 -1.48 -0.71 -1.02 -0.986
O -1.75186 6.10376 2.49352 -0.85 -1.05 0.27 -0.308
C -1.55774 6.91695 3.62777 0.56 1.41 -0.65 -0.771
N -0.97574 4.11450 0.43158 0.73 0.74 -1.15 -0.532
H -1.77905 1.57986 0.97636 -0.07 0.79 -1.01 0.178
H -2.47255 1.93143 2.42044 0.16 0.23 0.67 0.612
H -0.71631 2.01956 2.19404 0.15 0.44 0.43 0.513
H -2.86774 4.08777 1.26017 -0.11 -0.14 0.01 0.182
H -0.39869 4.73441 3.02471 0.13 -0.84 0.16 0.497
H -2.13053 4.27671 3.48743 0.30 0.53 1.02 0.374
H -2.28133 6.96801 4.44135 -0.39 -1.17 -0.01 0.298
H -1.62602 7.93687 3.24935 0.34 0.11 -0.16 0.267
H -0.55031 6.77094 4.01747 0.06 -0.04 0.28 0.304
H -0.05902 3.95028 0.82242 0.55 0.03 -0.33 0.349
H -0.99478 5.10790 0.25022 -0.01 0.36 -0.17 0.214
C -0.02989 -5.14223 2.58828 -0.89 -0.72 0.30 -0.640
C 0.26260 -5.26130 1.07021 -1.48 -0.09 2.11 -0.356
O 1.60166 -5.02414 0.83652 1.13 0.42 -0.78 -0.475
O 0.20789 -3.88364 3.17783 1.38 -0.57 -0.36 -0.622
H 0.49260 -5.89090 3.18376 0.54 0.02 -0.18 0.413
H -1.07361 -5.37889 2.79503 -0.40 -0.19 -0.44 0.443
H -0.42986 -4.54283 0.63158 0.48 0.17 -0.69 0.061
H 0.02354 -6.26605 0.72173 -0.48 -0.02 0.04 0.457
H 2.01107 -5.89143 0.79411 0.42 0.23 0.01 0.270
H -0.55769 -3.32482 3.02546 -0.77 0.19 -0.41 0.303
C -3.49515 -1.21137 -2.62124 0.22 -0.79 0.71 0.235
C -3.49182 -2.01823 -4.00184 0.24 2.02 1.85 -0.436
O -4.24564 -1.24312 -4.93937 -0.33 -0.76 0.09 -0.562
O -2.98853 -1.94168 -1.46364 -0.89 -0.08 -1.50 -0.582
H -4.51122 -0.91178 -2.36443 -0.33 -0.47 -0.31 0.200
H -2.98786 -0.24668 -2.63271 0.50 0.02 -0.65 -0.210
H -3.95554 -2.97377 -3.75690 -0.17 0.06 -0.60 0.305
H -2.47123 -2.15276 -4.36019 0.05 -0.26 0.09 0.181
H -3.69998 -0.55413 -5.32555 0.19 -0.09 0.15 0.320
H -2.10006 -1.61077 -1.31293 0.35 0.36 0.18 0.149
C 3.38414 -2.75415 3.23573 1.26 -0.86 0.36 -0.131
C 4.06179 -2.93972 1.85028 -0.95 0.52 0.61 -0.342
O 3.13774 -2.53462 0.85040 0.42 0.04 -0.45 -0.352
O 2.79355 -3.92436 3.83089 1.04 0.79 -0.53 -0.616
H 2.70122 -1.90730 3.16812 -0.28 -0.13 -0.13 0.080
H 4.18100 -2.42812 3.90416 -0.04 -0.10 0.36 0.283
H 4.43742 -3.94556 1.66247 -0.18 -0.28 0.26 0.260
H 4.93400 -2.28891 1.78857 -0.08 0.28 -0.04 0.252
H 2.48972 -3.24240 0.82365 -0.35 -0.27 -0.23 0.137
H 1.89502 -3.98570 3.49851 -0.42 0.20 0.00 0.601
```
Forces are in eV/Å.

Calculated values
HOMO ... -8.96 eV
Gap between HOMO and LUMO ... 9.36 eV
Total charge ... 0
SMILES string ... COC[C@H](C)N.COC[C@H](C)N.COC[C@H](C)N.COC[C@H](C)N.COC[C@H](C)N.COC[C@H](C)N.OCCO.OCCO.OCCO.CO
Relative energy (zero: lowest compared OMol25 entry of this formula, charge and spin) ... 14.1 kcal/mol